An isolated molecule of C2H6N2 at a distorted geometry, computed with ωB97M-V/def2-TZVPD.

Properties
- SMILES = [H]/N=C/NC
- largest force on an atom (eV/A) = 2.188
- orbital gap (eV) = 10.2
- HOMO energy (hartree) = -0.331
- LUMO (eV) = 1.2
- 2S+1 = 1

```
10
Properties=species:S:1:pos:R:3:forces:R:3:nbo_charge:R:1
H -1.256177 1.643394 1.673241 0.8 0.3 -0.2 0.349
N -1.143455 1.018984 0.883835 -0.7 -0.3 0.0 -0.718
C -0.027640 0.469733 0.631423 -1.6 -0.2 1.0 0.276
N -0.029086 -0.667460 -0.132577 1.6 -0.1 -1.5 -0.621
C 0.986611 -0.760108 -1.220047 -0.5 -1.5 0.9 -0.421
H 0.913459 0.704311 1.134095 0.2 0.1 -0.4 0.148
H -0.905313 -1.083919 -0.407538 -0.3 0.7 0.3 0.392
H 1.529306 0.170405 -1.321215 0.1 0.0 -0.3 0.201
H 1.639225 -1.603590 -0.986020 0.6 0.3 0.1 0.191
H 0.516445 -1.115269 -2.141499 -0.1 0.7 -0.1 0.203
```
Forces are in eV/Å.

---

A cluster of 9 separate species, C46H45N9O10 in total at a distorted geometry, computed with ωB97M-V/def2-TZVPD.

Properties
- SMILES = O=[N+]([O-])c1ccccc1.O=[N+]([O-])c1ccccc1.O=[N+]([O-])c1ccccc1.O=[N+]([O-])c1ccccc1.O=[N+]([O-])c1ccccc1.c1cc[nH]c1.c1cc[nH]c1.c1cc[nH]c1.c1cc[nH]c1
- largest force on an atom (eV/A) = 3.833
- orbital gap (eV) = 7.2
- HOMO energy (hartree) = -0.305
- LUMO (eV) = -1.1
- 2S+1 = 1

```
110
Properties=species:S:1:pos:R:3:forces:R:3:mulliken_charge:R:1
O 5.582163 -2.607713 5.790804 -1.6 -0.3 -2.8 -0.532
N 5.097243 -2.963403 4.670324 2.5 -1.6 2.4 0.822
O 5.531873 -3.988423 4.101694 -1.3 2.3 0.2 -0.508
C 3.963793 -2.217143 4.132094 -0.7 0.9 -2.1 0.101
C 3.049503 -1.656013 4.991134 0.4 -0.4 1.4 -0.358
C 1.934513 -0.985093 4.534814 0.2 -0.2 1.8 -0.660
C 1.725563 -0.858733 3.215404 -1.1 0.5 -0.5 -0.760
C 2.603963 -1.369223 2.304604 0.9 -0.8 -0.7 0.390
C 3.775703 -2.026383 2.723094 0.1 -0.2 1.7 -0.651
H 3.208953 -1.766273 6.053584 0.0 -0.1 0.1 0.431
H 1.194893 -0.626293 5.235254 0.1 0.1 0.2 0.415
H 0.810943 -0.372263 2.910104 0.0 0.0 -0.4 0.511
H 2.204523 -1.316943 1.302544 1.0 -0.1 -0.5 0.341
H 4.622533 -2.352293 2.137364 -0.5 -0.2 -0.7 0.437
O 6.876753 1.311067 -2.570476 -0.4 -0.1 0.2 -0.613
N 6.016793 0.798117 -1.883506 0.3 -1.2 0.8 1.045
O 6.198843 -0.202753 -1.154306 -0.2 1.6 -1.3 -0.605
C 4.646593 1.361137 -1.897056 -0.2 0.2 0.7 -0.104
C 3.775323 0.849997 -0.931036 -1.1 0.8 -0.7 -0.357
C 2.459613 1.349297 -0.944116 0.2 1.2 -0.8 -0.174
C 2.065043 2.378217 -1.856196 0.9 -0.9 0.4 -0.809
C 2.987753 2.891087 -2.776746 0.1 -0.1 1.5 -0.419
C 4.289133 2.429007 -2.725636 0.4 -0.7 -0.7 -0.593
H 4.109593 0.140947 -0.188136 0.0 -0.1 -0.2 0.631
H 1.727953 1.047387 -0.209326 0.0 -0.3 0.1 0.455
H 1.071103 2.795297 -1.788866 -0.1 -0.1 0.0 0.537
H 2.816623 3.762947 -3.390736 -0.4 -0.2 -0.1 0.526
H 4.962543 2.902397 -3.424796 0.5 -0.3 0.2 0.439
O 1.555833 -1.009903 -4.248626 -1.1 1.0 0.9 -0.524
N 1.982023 -0.602663 -5.300416 1.8 -2.5 -0.9 0.979
O 2.503993 -1.421903 -6.083816 -0.5 2.0 0.1 -0.604
C 2.011273 0.842297 -5.623376 1.7 -0.9 -0.6 0.732
C 0.980893 1.612977 -5.159066 -0.1 -0.4 0.2 -0.393
C 0.980683 2.935287 -5.483736 1.1 2.0 -1.5 -0.372
C 2.019123 3.487587 -6.304426 -0.7 -2.2 0.4 -0.601
C 3.036823 2.619517 -6.793906 -0.1 1.2 0.9 -0.417
C 3.134443 1.294677 -6.387706 -2.9 -0.2 0.3 -0.847
H 0.169453 1.211257 -4.570346 0.1 -0.3 0.0 0.289
H 0.145003 3.547757 -5.178926 0.1 0.2 0.1 0.417
H 1.970213 4.513357 -6.638806 0.1 0.0 0.1 0.448
H 3.795323 3.081997 -7.408066 0.1 -0.2 -0.2 0.375
H 3.798773 0.537947 -6.778146 0.3 0.3 0.1 0.529
O -4.480487 3.525327 3.653944 1.5 -1.4 -0.5 -0.586
N -4.045917 2.448187 3.231044 -0.6 -0.3 -0.3 1.019
O -2.863057 2.036737 3.217684 -2.3 1.4 0.4 -0.527
C -5.090747 1.513187 2.691584 -0.8 -2.5 -0.2 -0.327
C -4.664977 0.200167 2.282084 -0.7 1.1 1.0 0.735
C -5.629937 -0.779843 2.052654 0.1 0.5 -0.1 -0.535
C -6.975407 -0.487333 2.138734 -0.4 0.2 -0.7 -0.529
C -7.441787 0.804897 2.372104 1.0 -0.7 0.7 -0.679
C -6.508697 1.768397 2.736514 1.6 0.9 -0.5 -0.361
H -3.627977 -0.100943 2.262824 0.1 0.4 -0.1 0.326
H -5.376727 -1.789183 1.763644 0.4 0.0 0.1 0.340
H -7.670827 -1.271963 1.879594 -0.2 -0.1 0.2 0.370
H -8.509937 0.964397 2.375614 0.1 0.4 0.0 0.385
H -6.845327 2.777447 2.923264 0.1 0.1 0.3 0.407
O 0.372853 8.937647 3.011164 -0.3 -0.9 -1.5 -0.584
N 0.171523 8.403207 1.907394 0.5 1.7 0.8 0.969
O 0.601323 8.851367 0.845944 -0.4 -0.6 1.0 -0.596
C -0.629127 7.182727 1.881274 -0.1 0.4 -0.9 -0.101
C -1.098857 6.629477 3.043834 0.2 0.6 1.7 -0.312
C -1.656067 5.395607 3.042544 -0.4 -2.3 -1.3 -0.385
C -1.757977 4.700657 1.835354 0.1 0.3 -1.0 0.252
C -1.378527 5.314567 0.632454 -0.6 0.1 0.5 -0.464
C -0.857177 6.595867 0.645784 1.1 -0.7 0.3 -0.444
H -1.041727 7.063407 4.031174 0.5 0.7 -0.3 0.419
H -1.931717 4.825547 3.917444 -0.1 0.5 0.3 0.433
H -2.116997 3.683097 1.789664 0.0 0.0 0.2 -0.032
H -1.486637 4.846877 -0.335006 -0.1 -0.4 0.1 0.423
H -0.395517 6.970937 -0.255666 -0.3 0.4 0.1 0.409
C 2.386333 -2.563723 -1.178466 -0.1 0.6 0.4 0.449
C 1.777663 -3.630333 -0.511536 -1.8 0.0 0.0 -0.239
C 2.733343 -4.550913 -0.264906 -1.2 -3.2 1.3 -1.539
N 3.897813 -4.144203 -0.738086 1.4 0.7 0.1 0.146
C 3.693313 -2.903003 -1.189756 2.3 2.2 -2.1 -1.250
H 1.934693 -1.647073 -1.527996 0.1 0.0 0.0 0.543
H 0.713523 -3.707713 -0.344126 0.2 -0.3 0.3 0.784
H 2.698113 -5.530823 0.187794 -0.4 0.1 0.0 0.445
H 4.790673 -4.615883 -0.758336 -0.4 0.1 0.3 0.218
H 4.541993 -2.324273 -1.523256 0.0 0.0 -0.2 0.416
C -2.341327 -3.343763 -3.382156 -3.0 0.2 -0.1 -0.370
C -0.983007 -3.534643 -3.309896 1.3 -0.7 1.4 -0.533
C -0.811457 -4.567143 -2.384666 1.2 -0.3 -0.6 -0.883
N -2.012757 -5.048343 -1.997066 -0.8 1.2 -0.1 0.019
C -2.997147 -4.232593 -2.550446 0.7 -1.3 0.2 -0.580
H -2.921177 -2.674973 -4.000946 0.3 0.3 0.0 0.426
H -0.219587 -2.914073 -3.755406 0.1 -0.3 -0.1 0.534
H 0.077123 -5.055893 -2.013256 0.1 0.2 -0.2 0.768
H -2.163747 -5.811233 -1.352616 0.1 0.3 -0.2 0.226
H -4.018497 -4.490353 -2.312126 -0.1 0.4 -0.4 0.442
C -3.224627 -3.232053 3.498724 -0.1 -0.3 1.4 -0.217
C -3.340287 -3.612863 2.185534 1.2 -2.3 -2.5 0.188
C -3.221367 -5.029303 2.134004 -1.4 1.1 0.1 -1.277
N -3.275847 -5.476103 3.418294 0.5 0.9 0.7 0.021
C -3.215807 -4.386883 4.260734 -0.4 0.5 0.4 -0.839
H -3.138997 -2.212883 3.845654 -0.1 -0.1 0.2 0.440
H -3.337007 -2.979683 1.310624 0.0 0.0 0.0 0.627
H -3.279487 -5.814023 1.394254 0.0 0.5 -0.5 0.404
H -3.567007 -6.416083 3.645814 0.5 0.2 0.3 0.245
H -3.218147 -4.403753 5.340604 0.0 -0.6 -0.1 0.386
C -1.574237 0.679557 0.425854 0.2 -0.7 -1.2 0.562
C -1.335467 0.925327 -0.947226 1.4 -2.4 -1.4 -1.114
C -0.923897 -0.329223 -1.528516 -1.1 1.4 0.7 -0.234
N -1.050637 -1.294973 -0.574166 0.2 1.2 0.5 0.926
C -1.394287 -0.693463 0.608294 -0.4 0.8 1.0 -1.552
H -1.840797 1.480967 1.098974 0.0 -0.6 0.4 0.046
H -1.363037 1.850017 -1.504536 0.0 0.0 0.2 0.603
H -0.591387 -0.656753 -2.502446 -0.1 0.4 -0.1 0.191
H -0.833097 -2.268553 -0.732026 -0.1 0.1 0.1 -0.170
H -1.507747 -1.206923 1.551634 0.1 -0.4 -0.3 0.769
```
Forces are in eV/Å.

---

In order of appearance, calculated total energy = -189.2827 -3024.4875 Eh.
In order of appearance, energy relative to the best compared isomer or geometry (same formula, charge and spin) = 29.4 34.9 kcal per mole.